1.
A single C5H12N2 molecule in a non-equilibrium geometry. Source: OMol25; level of theory: ωB97M-V/def2-TZVPD.

```
19
Properties=species:S:1:pos:R:3:forces:R:3
C 0.82233 2.68984 0.18484 -0.752 1.045 -0.966
C -0.11624 1.60402 -0.36885 -0.292 0.210 0.874
C -0.37666 0.50086 0.67263 0.807 -1.078 0.498
C -0.16932 -0.90372 0.13473 0.659 0.287 0.364
N 1.02532 -1.06611 -0.60114 -0.984 -1.046 -1.581
C -1.01050 -1.92138 0.36367 -0.272 0.090 -0.861
N -1.16718 -3.04749 -0.55199 1.282 -0.125 2.265
H 1.00960 3.39124 -0.64476 0.417 -0.245 0.178
H 0.37432 3.36061 0.92863 -0.091 -0.560 0.230
H 1.76366 2.30579 0.57194 0.004 -0.123 -0.078
H -1.09953 2.00356 -0.64224 0.301 0.296 -0.066
H 0.32294 1.21942 -1.27736 0.112 -0.332 -0.150
H -1.40683 0.55387 1.03468 0.398 0.181 0.439
H 0.38866 0.59107 1.46756 -0.619 0.434 0.144
H 0.96434 -1.47885 -1.51767 0.207 0.071 0.086
H 1.92058 -0.71152 -0.35647 0.048 0.521 0.388
H -1.57660 -1.95537 1.29469 -0.774 0.496 -0.749
H -1.46175 -3.79736 0.07932 -0.293 -0.169 -0.554
H -0.20712 -3.33849 -0.77220 -0.157 0.048 -0.462
```
Positions in Å, forces in eV/Å.

Calculated values
Orbital gap ... 8.45 eV
E ... -8358.363 eV
HOMO level ... -7.414 eV
Relative energy (zero: lowest compared OMol25 entry of this formula, charge and spin) ... 1.773 eV
Structure (SMILES) ... CCC/C(N)=C/N
Charge ... 0
Strongest force on any atom ... 2.61 eV/A

---

2.
A single CH8N6 molecule in a non-equilibrium geometry. Source: OMol25; level of theory: ωB97M-V/def2-TZVPD.

```
15
Properties=species:S:1:pos:R:3:forces:R:3
N 0.78191 1.94744 -0.33593 2.199 -0.138 3.367
N -0.40693 1.21213 0.08699 1.404 -0.568 -0.685
C -0.38242 -0.06567 0.01904 1.699 -0.027 -0.863
N 0.76137 -1.09843 -0.25610 -0.777 0.688 3.295
N 2.32595 -0.52767 0.02965 -0.610 -6.420 -0.438
N -1.58296 -0.78864 -0.10843 -0.718 -1.635 -3.114
N -2.85554 0.00192 -0.09043 2.042 -0.261 1.800
H 0.96185 2.71953 0.39967 -1.160 -1.124 -1.549
H 1.67968 1.38013 -0.07645 -2.045 0.615 -1.121
H 0.44390 -1.93664 0.46977 1.466 2.746 -2.180
H 2.72686 -1.42925 -0.71736 -0.959 3.761 2.927
H 2.68190 -0.94226 1.05003 -1.518 1.189 -3.136
H -1.44947 -1.21808 -1.17200 -0.798 1.162 3.526
H -3.26325 -0.24140 0.91884 1.318 1.456 -2.831
H -2.42283 0.98690 -0.21729 -1.542 -1.443 1.002
```
Positions in Å, forces in eV/Å.

Calculated values
Orbital gap ... 9.02 eV
E ... -10100.971 eV
HOMO level ... -8.509 eV
Relative energy (zero: lowest compared OMol25 entry of this formula, charge and spin) ... 4.894 eV
Structure (SMILES) ... NN=C(NN)NN
Charge ... 0
Strongest force on any atom ... 6.46 eV/A

---

3.
A 3-piece molecular cluster, C18H34F4O10 overall. Source: OMol25; level of theory: ωB97M-V/def2-TZVPD.

```
66
Properties=species:S:1:pos:R:3:forces:R:3
C -0.89193 -2.14686 -0.66290 -0.252 -0.026 0.661
O 0.38668 -1.58809 -0.40862 0.032 -0.105 -0.576
C 0.55859 -0.28203 -0.88432 0.176 0.161 0.151
C -0.04373 0.80635 0.04688 -0.124 -0.263 -0.186
C -1.40451 1.36931 -0.46419 0.068 0.056 -0.141
O -2.40729 1.35607 0.53085 -0.271 0.248 -0.287
O -3.28435 0.24991 0.24430 0.042 0.104 0.173
O -0.17617 0.21463 1.31731 -0.065 0.202 0.007
C -0.19614 1.08185 2.44112 0.111 -0.192 -0.252
C 1.18760 0.97099 3.12994 0.120 -0.144 -0.198
C 1.92258 -0.37059 2.94943 0.238 0.310 0.199
C 1.43952 -1.52447 3.79082 -0.176 0.018 -0.021
F 2.37186 -2.49085 3.85797 0.163 -0.141 -0.065
F 0.32212 -2.09981 3.32549 -0.102 0.098 -0.028
F 1.18339 -1.15829 5.06960 0.087 0.057 -0.027
C -1.48743 0.81910 3.28328 -0.081 0.099 0.069
C -1.34716 0.72746 4.79456 -0.390 -0.052 -0.022
F -2.11793 -0.36518 2.85307 0.113 0.237 0.120
H -1.37600 -1.69914 -1.53901 0.159 -0.130 -0.018
H -0.76923 -3.22540 -0.79267 0.028 0.161 -0.139
H -1.54679 -1.98796 0.20551 0.062 0.064 -0.185
H 1.64027 -0.12343 -0.96528 -0.146 -0.089 0.076
H 0.13486 -0.16856 -1.89411 0.057 -0.013 0.076
H 0.68599 1.63101 0.05859 -0.131 -0.019 0.193
H -1.76782 0.82259 -1.34086 0.061 0.005 0.175
H -1.28690 2.41476 -0.77563 -0.057 -0.098 0.107
H -3.39640 -0.11019 1.13881 0.234 -0.088 -0.014
H -0.30105 2.11111 2.07112 0.047 -0.053 0.256
H 1.83198 1.71659 2.64658 -0.091 -0.107 0.094
H 1.16639 1.23807 4.18770 -0.109 0.000 -0.106
H 2.96714 -0.22201 3.24957 -0.166 -0.014 -0.048
H 1.91899 -0.68014 1.90296 -0.090 -0.088 0.144
H -2.18761 1.62537 3.04247 0.088 -0.186 -0.086
H -2.31622 0.95492 5.25254 0.157 -0.057 -0.075
H -0.62230 1.43587 5.19841 -0.037 -0.095 -0.063
H -1.08833 -0.29305 5.07977 0.219 0.165 -0.007
C -0.52181 7.69210 -3.67524 -0.009 -0.050 0.140
C -1.42955 6.71170 -4.38438 0.058 0.130 -0.190
O -1.77422 5.59522 -3.54573 0.016 -0.023 0.046
C -2.71527 5.83772 -2.63443 -0.015 -0.057 -0.051
O -3.30764 6.87373 -2.48156 0.001 0.034 0.028
O -2.89850 4.72472 -1.92362 0.054 -0.029 -0.017
C -3.85103 4.84611 -0.86396 -0.093 -0.113 0.194
H 0.36676 7.18354 -3.29931 0.022 0.009 -0.050
H -0.20850 8.47428 -4.36683 0.003 -0.006 -0.016
H -1.03311 8.16002 -2.83540 -0.031 0.013 -0.031
H -0.92382 6.26357 -5.23739 -0.010 -0.063 0.031
H -2.34132 7.19200 -4.73789 -0.024 0.002 0.076
H -4.80168 5.22606 -1.23076 0.034 0.047 -0.045
H -3.46652 5.50700 -0.08821 -0.033 0.060 -0.033
H -3.98015 3.84571 -0.45979 0.062 -0.025 -0.047
C 1.48270 -5.04379 0.05771 -0.117 -0.094 -0.158
C 2.89174 -5.53729 0.29135 0.010 0.220 0.214
O 3.14507 -6.78824 -0.37417 -0.010 -0.033 -0.019
C 3.37615 -6.70327 -1.68057 -0.010 -0.034 0.019
O 3.42977 -5.69345 -2.33394 0.003 0.025 -0.018
O 3.54694 -7.94000 -2.15305 0.001 -0.005 0.008
C 3.76969 -8.00659 -3.56339 0.036 -0.065 -0.063
H 0.75860 -5.80793 0.34490 0.020 0.017 0.079
H 1.29597 -4.14323 0.64373 0.028 0.005 0.011
H 1.32385 -4.80414 -0.99341 0.057 0.049 0.007
H 3.05525 -5.75191 1.34557 0.012 -0.082 -0.020
H 3.63121 -4.80244 -0.02555 -0.017 -0.026 -0.093
H 4.59837 -7.36502 -3.85506 -0.019 0.030 0.004
H 2.87155 -7.71160 -4.10386 0.015 0.047 0.001
H 4.00685 -9.04449 -3.77681 -0.017 -0.007 0.037
```
Positions in Å, forces in eV/Å.

Calculated values
Orbital gap ... 9.99 eV
E ... -50559.338 eV
HOMO level ... -9.492 eV
Structure (SMILES) ... COC[C@@H](COO)O[C@H](CCC(F)(F)F)[C@H](C)F.CCOC(=O)OC.CCOC(=O)OC
Charge ... 0
Strongest force on any atom ... 0.71 eV/A

---

4.
A single C11H20N2O5 molecule in a non-equilibrium geometry. Source: OMol25; level of theory: ωB97M-V/def2-TZVPD.

```
38
Properties=species:S:1:pos:R:3:forces:R:3
C -2.97083 -1.89353 0.09871 0.869 0.013 0.408
C -1.55599 -1.65855 -0.34475 0.654 -1.406 -0.949
C -1.03456 -3.10806 -0.83823 1.288 1.408 -1.497
C -1.60560 -0.53604 -1.50089 3.101 -3.281 -0.350
C -0.21275 0.12823 -1.81023 -0.793 2.142 -1.913
N 0.11487 1.15777 -0.86659 1.947 1.619 2.867
C 1.43560 1.35099 -0.37114 0.066 -1.957 0.721
O 2.40448 0.73925 -0.82163 -1.136 0.945 -0.053
C 1.67252 2.16965 1.04733 -1.103 -0.335 -3.373
N 0.32859 2.66606 1.42179 0.893 -0.190 2.006
C 2.52584 1.33256 1.99305 -1.040 0.356 1.776
C 1.70064 0.35206 2.87687 1.107 0.436 3.748
C 0.68921 -0.34221 2.03472 1.850 -0.411 -0.065
O -0.38555 0.05037 1.69911 -1.131 0.560 0.975
O 1.28781 -1.38083 1.45302 -1.521 -1.323 -2.010
C -0.45021 0.98719 -3.14639 -1.737 0.885 -2.043
O -1.53270 1.19237 -3.74675 3.434 -0.857 2.039
O 0.73415 1.57422 -3.55587 -1.192 0.511 -2.133
H -3.02804 -2.51836 0.96354 0.068 -0.271 0.869
H -3.33600 -0.92276 0.30819 -1.387 0.707 0.245
H -3.46812 -2.46742 -0.66119 -0.677 0.341 -0.595
H -0.87254 -1.30478 0.47262 -1.530 -0.372 -1.018
H -1.65418 -3.61759 -1.63422 0.408 0.778 0.964
H -0.62445 -3.87727 -0.16760 -1.049 0.438 0.748
H -0.07537 -2.85296 -1.30489 0.026 -0.139 -0.742
H -2.36774 0.18908 -1.41418 -0.596 1.029 0.715
H -1.87183 -1.04404 -2.44050 -0.010 -0.066 0.237
H 0.77944 -0.35106 -2.01212 -1.174 -0.745 0.330
H -0.57123 1.51937 -0.18863 0.287 -0.259 -0.783
H 2.32631 2.97611 0.69672 -0.362 0.185 0.164
H 0.00378 2.05842 2.19500 -0.203 0.329 -0.907
H 0.42117 3.55525 1.90363 0.081 0.295 -0.318
H 2.93236 2.00822 2.77152 0.298 -0.141 -0.717
H 3.31269 0.83166 1.46635 0.329 -0.146 -0.405
H 1.20427 1.02296 3.71483 0.625 -1.566 -1.696
H 2.45990 -0.39368 3.50237 -2.132 1.774 -1.925
H 0.65567 -1.66010 0.68911 1.655 0.289 1.673
H 0.62840 2.06742 -4.48267 -0.211 -1.574 3.007
```
Positions in Å, forces in eV/Å.

Calculated values
Orbital gap ... 9.77 eV
E ... -24947.894 eV
HOMO level ... -9.174 eV
Relative energy (zero: lowest compared OMol25 entry of this formula, charge and spin) ... 3.021 eV
Structure (SMILES) ... CC(C)C[C@H](NC(=O)[C@@H](N)CCC(=O)O)C(=O)O
Charge ... 0
Strongest force on any atom ... 4.53 eV/A

---

5.
A 2-piece molecular cluster, C5H10O2 overall. Source: OMol25; level of theory: ωB97M-V/def2-TZVPD.

```
17
Properties=species:S:1:pos:R:3:forces:R:3
C 2.16462 -0.32189 0.79729 0.217 -0.013 0.060
O 0.78141 -0.32585 0.51209 -0.094 0.020 0.020
C 0.52204 -0.29505 -0.88603 -0.019 -0.041 -0.169
C -0.91762 -0.60329 -1.17439 -0.094 -0.132 0.079
C -1.76061 -1.19640 -0.33730 0.094 0.046 -0.101
C -1.27217 2.08946 0.20775 -0.222 0.072 0.421
O -1.04558 1.53368 1.36815 0.085 0.055 -0.358
H 2.64464 -1.22008 0.38447 -0.059 0.133 0.063
H 2.27514 -0.32386 1.88376 -0.001 0.008 -0.150
H 2.65917 0.56763 0.38147 -0.088 -0.112 0.058
H 0.77211 0.69885 -1.28198 -0.043 -0.129 0.040
H 1.16696 -1.03955 -1.38210 -0.087 0.102 0.039
H -1.25224 -0.29136 -2.16232 0.040 -0.076 0.125
H -2.79445 -1.37718 -0.61709 0.168 0.014 0.007
H -1.45624 -1.49137 0.66289 -0.019 0.043 -0.136
H -2.22612 2.64987 0.38767 0.204 0.020 -0.050
H -0.26106 0.94639 1.25565 -0.084 -0.010 0.052
```
Positions in Å, forces in eV/Å.

Calculated values
Orbital gap ... 9.16 eV
E ... -9437.952 eV
HOMO level ... -8.223 eV
Relative energy (zero: lowest compared OMol25 entry of this formula, charge and spin) ... 5.091 eV
Charge ... 0
Strongest force on any atom ... 0.48 eV/A

---

6.
A 2-piece molecular cluster, C2H7NO2 overall in a non-equilibrium geometry. Source: OMol25; level of theory: ωB97M-V/def2-TZVPD.

```
12
Properties=species:S:1:pos:R:3:forces:R:3
N -0.83154 0.10274 1.54213 -0.584 -0.977 1.431
C -0.72323 0.57743 0.25228 0.385 2.378 -0.655
C 0.42873 0.87391 -0.37738 -1.132 -0.506 -0.232
O 1.64065 0.43940 0.06003 0.268 -0.484 0.994
H -1.68092 0.39579 2.02457 0.557 -0.274 -0.285
H -0.04018 0.10683 2.17896 -0.196 0.203 -0.382
H -1.64622 1.03658 -0.10640 0.318 -0.393 -0.277
H 0.49037 1.38962 -1.32655 -0.193 -0.154 0.071
H 1.46270 -0.09400 0.86023 0.553 0.275 -0.584
O 0.17621 -1.85023 -1.98810 -0.621 0.298 1.310
H 1.03415 -1.39508 -1.97126 -0.527 -0.110 0.266
H -0.31072 -1.58298 -1.14852 1.172 -0.256 -1.657
```
Positions in Å, forces in eV/Å.

Calculated values
Orbital gap ... 8.59 eV
E ... -7771.461 eV
HOMO level ... -8.002 eV
Relative energy (zero: lowest compared OMol25 entry of this formula, charge and spin) ... 2.065 eV
Structure (SMILES) ... N/C=C\O.O
Charge ... 0
Strongest force on any atom ... 2.50 eV/A